Here is a structure of composition C29H49BrN2OOsP2 from OMol25. Energies are from wB97M-V/def2-TZVPD.

Each line ends with the Mulliken charge.
Atoms and positions in Å:
H  -4.85155  -0.78833  4.07500  0.34
H  -1.06659  3.88772  -0.66070  0.33
H  1.09485  1.78673  -1.00578  0.44
C  4.61063  -2.24103  -5.30543  -0.48
N  3.36938  -0.18894  2.51874  0.12
N  5.75496  -2.01324  -4.66215  0.06
H  1.05267  -2.93124  -0.16992  0.27
H  3.75663  1.15693  0.93808  0.20
H  -0.71936  -0.28538  -3.56929  0.34
H  -4.20910  2.41029  -3.56206  0.40
C  -2.86091  -0.65569  3.17472  -0.23
H  4.93800  -1.53010  2.95970  0.31
H  1.27630  -2.73175  2.07402  0.21
C  1.26216  0.42050  -3.09699  -1.44
C  4.73889  -2.57909  -2.58680  -0.49
H  -1.51307  -2.66223  -3.66737  0.43
H  0.02473  3.68765  0.74028  0.53
O  1.52101  -0.34254  1.24959  -0.48
H  -1.91156  3.02696  4.28042  0.35
H  -1.82573  -0.93581  3.44687  0.35
C  3.56229  1.15462  2.02138  -0.63
P  -2.78624  0.95844  2.36049  0.45
C  5.85099  -2.21052  -3.35468  -0.41
H  -0.66992  -1.59617  1.21672  0.22
C  1.01364  -3.01177  -2.86772  -0.73
H  -3.64262  0.01021  5.11979  0.34
C  -3.20581  1.96167  -3.57067  -1.26
H  5.00740  0.06720  3.75902  0.32
H  -0.17897  2.70566  4.28537  0.45
Os  -2.81916  -0.02559  -1.57127  0.24
H  -0.37128  1.04642  2.43659  -0.64
C  -1.35071  -2.50331  -2.59930  -1.08
H  -3.34727  0.86959  -3.26964  0.50
H  -0.05452  1.39186  0.26552  -1.08
H  1.84686  1.35303  -3.05565  0.51
C  -0.77239  -1.77789  0.15122  0.41
H  -3.41577  -2.12112  -1.85778  0.45
C  -3.79812  -0.78418  4.37773  -1.40
C  -1.83127  -1.23887  -0.57356  0.17
H  -4.77811  1.94866  1.57218  0.18
C  3.43646  -2.59941  -4.62718  -0.27
H  2.49929  -2.61395  -5.17739  0.46
H  2.51209  -3.31995  -1.39512  0.56
C  3.48621  -2.80570  -3.22670  0.79
H  4.57560  -2.12125  -6.39467  0.42
Br  -5.12037  0.95575  -1.20428  -0.27
H  3.04105  -2.91533  2.21364  0.36
C  -2.30945  2.67161  -2.55924  -0.88
H  -1.08954  2.59141  1.94994  -0.28
H  0.69664  4.06393  -0.86591  0.39
H  -1.71618  3.49890  -2.97376  0.57
H  -3.59914  -1.75129  4.85716  0.42
H  4.41965  1.58225  2.54542  0.36
H  2.66878  1.76593  2.20934  0.14
C  2.31363  -0.89047  2.03956  0.61
H  -4.26619  2.22370  4.62956  0.33
C  0.06816  2.00260  -0.65328  1.20
H  -0.41881  1.31411  -4.24448  0.67
C  -1.15697  2.25195  4.10806  -1.35
H  1.39511  -0.12309  -2.14388  0.19
H  6.82709  -2.05406  -2.89238  0.42
H  -3.66564  3.14603  2.27552  0.46
C  -4.92830  2.17981  3.75440  -1.27
H  2.09025  -2.34940  3.61548  0.43
C  -0.22536  0.68105  -3.36350  -0.51
H  3.84280  -1.16564  4.31862  0.32
P  -1.11653  1.39343  -1.90053  0.84
C  2.30824  -3.08747  -2.44045  -0.64
C  -0.09854  -2.70983  -2.00212  0.88
H  4.81929  -2.57840  -1.50582  0.43
H  -5.60011  1.31815  3.84803  0.35
H  0.71029  -3.19724  -3.90186  0.56
C  4.34400  -0.73971  3.44033  -0.86
C  -4.12725  2.15490  2.45122  -0.19
C  -2.35344  -1.82822  -1.83626  -0.43
C  -1.18868  1.75820  2.67381  1.21
C  2.17686  -2.30922  2.52133  -1.40
H  -3.17141  -1.35944  2.37153  0.37
H  1.67566  -0.21281  -3.89406  0.38
C  -0.08844  3.50047  -0.33781  -1.55
H  -1.28343  1.43920  4.83191  0.34
C  0.13998  -2.51372  -0.61952  -0.36
H  -2.89647  3.00763  -1.68368  0.44
H  -5.55264  3.08239  3.74973  0.40
H  -2.77557  1.97286  -4.57738  0.41

Properties
energy relative to the best compared isomer or geometry (same formula, charge and spin): 2.931 eV
Kohn-Sham gap (spin up / spin down): 5.450 / 4.075 eV
spin multiplicity: 5
net charge: +4

---

Here is a structure of composition C29H49Cl18F13IN4S from OMol25. Energies are from wB97M-V/def2-TZVPD.

Each line ends with the Mulliken charge.
Atoms and positions in Å:
H  1.49678  3.04286  1.45472  0.47
Cl  1.01487  -2.33785  4.54948  -0.21
C  -2.50266  2.97144  0.83058  0.28
Cl  4.64834  -0.07399  -3.94192  -0.18
H  -3.91217  4.99390  -3.81868  0.38
C  3.97853  2.02484  -2.09260  0.06
C  -2.96512  -3.56595  -1.78275  0.01
C  5.68275  1.96032  4.64440  -0.55
Cl  -5.21268  -4.58594  0.49006  -0.13
N  4.14273  1.76130  -0.68831  0.22
C  -0.69227  -2.05061  4.97685  0.09
C  -2.17644  -2.31267  -2.10507  -0.72
Cl  -2.77889  5.26263  -5.85234  -0.19
F  -3.22314  3.62885  1.81056  -0.23
C  -3.25597  4.34517  -4.40175  -0.52
Cl  -0.94515  -1.94498  -0.86684  -0.12
H  -2.85062  -1.45486  -2.14195  0.28
Cl  4.76544  1.89042  3.11518  -0.18
C  7.12114  1.52372  4.46458  -0.47
C  2.74779  -0.89119  -5.73811  -0.64
C  -1.14248  3.78307  0.57203  0.75
F  -0.70652  5.64428  2.08784  -0.31
H  -5.15459  -0.35407  6.53876  0.26
Cl  -5.82199  -6.46438  -2.28793  -0.18
F  -1.53774  4.95855  -0.12529  -0.34
H  4.04736  -2.22251  -4.67082  0.42
S  -3.59489  0.40794  1.83207  1.08
C  2.88216  3.75135  -0.99144  0.35
H  2.88364  5.50897  1.29683  0.24
Cl  3.20875  -6.55665  -1.49306  -0.20
H  1.62378  4.28535  2.77304  0.42
Cl  1.73573  1.55996  -8.89730  -0.20
Cl  1.63934  0.47123  -5.45129  -0.06
C  -2.06135  3.93855  -3.56510  0.03
H  5.16345  1.34323  5.37824  0.34
H  5.64929  2.99602  4.98653  0.30
F  -3.24700  3.11239  -0.37164  -0.28
H  -3.78732  -3.67817  -2.49155  0.49
C  -2.23904  1.42651  1.02747  0.83
H  0.41019  2.32025  -7.12064  -0.23
H  2.14182  -1.72027  -6.10704  0.34
H  -3.38563  -3.52741  -0.77733  -0.22
C  1.22032  4.11036  1.71298  -0.79
C  1.27015  -4.72851  -0.85899  -0.48
H  1.37174  3.62796  -7.81930  0.33
C  1.89011  5.22906  0.79314  -0.87
C  -5.86469  -6.24313  0.44182  -0.47
I  6.91687  0.45088  -0.60733  0.16
C  -0.46947  3.18722  -8.87436  -0.20
C  3.97152  -0.69640  -0.38536  -0.09
C  4.83874  0.62042  -0.00477  0.03
Cl  -1.97494  -5.04059  -1.90883  -0.21
F  -2.41764  -0.64700  2.41538  -0.31
F  -4.81129  1.34616  1.24517  -0.32
H  -1.04986  2.32260  -9.19868  0.34
H  -1.42765  4.79440  -3.32816  0.29
Cl  -1.05590  2.71518  -4.37996  -0.09
Cl  -2.91921  -0.94288  7.01755  -0.18
H  1.52293  -6.61269  0.13386  0.36
F  -0.27416  3.12166  -0.33224  -0.26
C  3.47862  -1.31096  -4.48116  -0.08
H  -5.60141  -8.09149  -0.61560  0.36
C  -0.37607  4.27734  1.87525  0.73
C  -5.26487  -1.88127  8.07275  -0.50
C  2.14658  -5.81399  -0.27064  -0.47
H  1.82116  5.42576  -1.35627  0.29
H  2.58845  -2.15765  0.57834  0.02
H  -0.70524  -1.21543  5.67799  0.29
C  0.73657  2.77378  -8.05760  0.11
H  -4.67960  -2.24938  8.91643  0.31
H  4.71931  0.80655  1.11270  -0.29
H  -3.83370  3.47813  -4.72427  0.34
H  4.53399  -1.40708  -1.06601  0.33
H  -1.67173  -2.39048  -3.06904  0.49
Cl  -0.01405  4.12150  -10.32114  -0.19
H  -1.21998  -1.74376  4.07338  -0.13
C  3.49507  -1.52417  0.88721  -0.83
Cl  2.21251  -3.29810  -1.35113  -0.02
H  4.39083  1.37165  -2.95409  0.06
F  -3.49795  1.19974  3.27551  -0.32
H  -5.61371  -6.70980  1.39570  0.30
H  -4.64534  0.17200  8.14687  0.34
Cl  7.25371  -0.21543  4.10736  -0.16
H  0.54829  -4.39012  -0.11389  0.22
F  -1.03303  1.12921  1.70305  -0.28
C  -1.33540  -3.26582  5.61131  0.02
H  -1.11894  3.82829  -8.27522  0.06
H  -6.95107  -6.17735  0.37099  0.33
H  7.60988  2.07324  3.65870  0.31
H  -2.32945  -3.01331  5.97203  -0.14
Cl  -5.45500  -3.21504  6.90760  -0.17
C  -4.62728  -0.66148  7.44255  -0.44
F  -3.66214  -0.59262  0.48173  -0.26
H  2.78889  -1.50553  -3.65823  -0.06
H  -4.18792  -7.03222  -0.68274  0.25
H  -6.26362  -1.63122  8.43403  0.36
H  4.26632  -2.28301  1.26247  0.28
F  -4.75146  -0.56745  2.50338  -0.29
H  2.77443  -5.43071  0.53512  0.30
H  3.02379  -0.39569  -0.95209  0.24
N  3.50205  2.81972  -0.12402  0.18
Cl  -1.53355  -4.60262  4.44914  -0.19
C  -5.27860  -7.05207  -0.69629  -0.45
H  3.14510  -0.88919  1.76270  0.27
H  3.51224  2.78940  0.90388  0.29
F  -2.03732  0.89834  -0.26725  -0.27
H  0.71877  -5.08408  -1.72758  0.28
N  3.21305  3.23109  -2.29086  -0.60
H  3.44187  -0.59968  -6.52761  0.35
H  -0.75064  -3.63481  6.45541  0.39
H  -2.39920  3.49597  -2.62871  -0.24
F  -0.70610  3.60792  3.05991  -0.27
H  7.67841  1.70176  5.38552  0.35
N  2.18393  4.82160  -0.60370  0.02
H  1.29582  6.20048  0.75023  0.46

Properties
Kohn-Sham gap: 8.584 eV
net charge: +1

---

no.,F_max (eV/Å)
1,6.1
2,6.2